# 1
The following is a quantum chemistry calculation of a 2-piece molecular cluster, C5H14 overall at a distorted geometry, from OMol25.

CARTESIAN COORDINATES (ANGSTROEM)
C: -3.176 0.260 -0.174
C: -1.619 -0.119 -0.399
C: -1.013 -1.170 0.495
H: -3.748 -0.480 -0.700
H: -3.357 1.219 -0.598
H: -3.433 0.323 0.979
H: -1.744 -0.503 -1.461
H: -1.025 0.691 -0.343
H: -0.566 -0.800 1.452
H: -1.782 -1.764 0.970
H: -0.315 -1.793 -0.114
C: 2.144 0.874 0.064
C: 3.452 0.145 0.006
H: 2.203 1.959 -0.511
H: 1.304 0.204 -0.473
H: 2.047 1.194 1.018
H: 3.774 -0.499 0.844
H: 4.328 0.841 -0.193
H: 3.591 -0.528 -0.824

- SMILES = CCC.CC
- largest force on an atom (eV Å⁻¹) = 5.348
- frontier orbital gap (eV) = 12.1
- energy above the lowest of the compared OMol25 structures with the same formula, charge and spin (kcal/mol) = 40.49

=====

# 2
The following is a quantum chemistry calculation of one molecule with the formula C32H39Br2N2O6PS at a distorted geometry, from OMol25.

CARTESIAN COORDINATES (ANGSTROEM)
C: 4.040 0.964 1.564
C: 4.368 -0.074 0.405
O: 3.635 0.355 -0.760
C: 2.673 -0.640 -1.115
C: 1.591 -0.069 -2.143
C: 0.252 0.106 -1.374
C: -0.864 -0.865 -1.379
C: -0.649 -2.136 -2.285
C: 0.248 -3.249 -1.576
C: 1.078 -3.962 -2.735
C: 1.830 -5.251 -2.221
N: 2.931 -4.818 -1.323
C: 2.844 -5.217 0.001
C: 4.060 -4.659 0.602
C: 4.780 -3.921 -0.454
C: 4.015 -4.057 -1.712
C: -2.112 -0.641 -0.612
C: -3.265 -1.687 -0.695
C: -3.616 -2.417 0.670
C: -2.398 -2.704 1.603
O: -1.573 -3.726 0.992
C: -2.240 0.607 0.194
P: -3.871 0.821 1.086
O: -4.717 2.134 0.386
O: -3.646 1.305 2.675
C: -1.139 1.596 0.226
C: 0.069 1.319 -0.579
S: 1.338 2.642 -0.509
C: 0.256 4.122 -0.543
C: 0.647 5.306 -1.292
Br: 2.361 5.274 -2.213
C: -0.250 6.454 -1.302
C: -1.501 6.358 -0.573
C: -1.901 5.173 0.178
C: -3.276 5.096 0.945
C: -4.480 4.962 -0.089
O: -5.568 4.704 0.310
Br: -4.276 5.162 -2.035
C: -1.005 4.006 0.233
N: -1.338 2.801 1.013
C: -0.467 2.887 2.225
C: 0.029 1.364 2.652
C: 0.150 1.135 4.245
O: -0.959 0.548 3.361
H: 2.948 0.912 1.809
H: 4.344 2.005 1.285
H: 4.622 0.628 2.473
H: 4.057 -1.085 0.778
H: 5.476 -0.084 0.217
H: 2.125 -1.077 -0.227
H: 3.206 -1.472 -1.664
H: 1.923 0.964 -2.461
H: 1.520 -0.672 -3.078
H: -1.616 -2.548 -2.676
H: -0.072 -1.827 -3.206
H: -0.444 -3.965 -1.059
H: 0.934 -2.720 -0.858
H: 1.779 -3.189 -3.165
H: 0.355 -4.282 -3.535
H: 1.102 -5.933 -1.704
H: 2.301 -5.742 -3.121
H: 2.016 -5.811 0.433
H: 4.290 -4.803 1.677
H: 5.735 -3.356 -0.331
H: 4.246 -3.620 -2.710
H: -3.126 -2.475 -1.473
H: -4.191 -1.115 -1.004
H: -4.094 -3.405 0.397
H: -4.437 -1.830 1.169
H: -1.836 -1.784 1.912
H: -2.825 -3.159 2.550
H: -1.099 -4.125 1.742
H: -5.180 1.725 -0.367
H: -4.329 1.940 2.957
H: 0.047 7.379 -1.840
H: -2.169 7.256 -0.592
H: -3.418 5.996 1.601
H: -3.320 4.141 1.540
H: 0.493 3.430 2.042
H: -1.026 3.253 3.129
H: 0.811 0.854 1.983
H: 0.875 0.382 4.615
H: -0.107 2.108 4.713

- SMILES = CCOCCc1c(CCCCn2cccc2)c(CCCO)c(P(O)O)c2c1Sc1c(Br)ccc(CC(=O)Br)c1N2C[C@H]1CO1
- largest force on an atom (eV Å⁻¹) = 4.731
- frontier orbital gap (eV) = 8.2

=====

# 3
The following is a quantum chemistry calculation of C5H22HgN4O7 as an isolated structure at a distorted geometry, from OMol25.

CARTESIAN COORDINATES (ANGSTROEM)
Hg: 0.176 0.451 -0.304
C: 1.902 2.832 -1.899
C: 0.481 2.763 -2.464
O: -0.303 1.648 -2.161
H: 2.400 1.927 -2.266
H: 1.796 2.804 -0.812
H: 2.405 3.711 -2.296
H: 0.601 2.762 -3.559
H: -0.020 3.692 -2.154
C: -0.644 1.733 2.905
O: -0.405 1.635 1.554
H: -0.593 0.764 3.446
H: 0.110 2.373 3.393
H: -1.658 2.095 3.138
C: -2.605 -1.435 -0.938
O: -1.845 -0.510 -0.706
N: -2.602 -2.158 -2.108
N: -3.283 -2.072 0.066
H: -3.289 -2.869 -2.257
H: -2.015 -1.884 -2.874
H: -3.717 -2.955 -0.127
H: -3.039 -1.979 1.034
C: 0.936 -2.385 1.779
O: 0.593 -1.369 1.184
N: 2.017 -3.122 1.376
N: 0.313 -2.849 2.891
H: 2.587 -2.814 0.611
H: 2.278 -4.004 1.775
H: -0.621 -2.477 2.933
H: 0.882 -3.307 3.575
O: 1.270 -1.019 -1.806
H: 0.873 -1.607 -2.459
H: 2.182 -0.902 -2.098
O: 2.393 0.699 0.487
H: 3.235 0.358 0.161
H: 2.521 0.823 1.438
O: -2.080 3.136 -0.178
H: -1.680 2.745 0.625
H: -1.553 2.766 -0.902

- largest force on an atom (eV Å⁻¹) = 2.763
- frontier orbital gap (eV) = 6.7

=====

# 4
The following is a quantum chemistry calculation of one molecule with the formula C4H6O2, from OMol25.

CARTESIAN COORDINATES (ANGSTROEM)
C: -1.223 -0.284 -0.474
C: 0.281 -0.102 -0.307
C: 0.610 1.361 -0.040
O: 1.504 1.966 -0.574
C: 0.817 -0.932 0.851
O: 0.110 -1.486 1.656
H: -1.470 -1.339 -0.614
H: -1.750 0.060 0.422
H: -1.590 0.281 -1.336
H: 0.848 -0.382 -1.204
H: -0.057 1.852 0.702
H: 1.922 -0.996 0.918

- SMILES = CC(C=O)C=O
- largest force on an atom (eV Å⁻¹) = 0.539
- frontier orbital gap (eV) = 10.4
- energy above the lowest of the compared OMol25 structures with the same formula, charge and spin (kcal/mol) = 24.25

=====

# 5
The following is a quantum chemistry calculation of an isolated ion of composition C38H78N and charge +1 at a distorted geometry, from OMol25.

CARTESIAN COORDINATES (ANGSTROEM)
C: 1.761 -8.715 0.427
C: 2.727 -7.672 -0.252
C: 2.104 -6.217 -0.040
C: 0.832 -6.118 -1.000
C: -0.312 -5.258 -0.272
C: -0.274 -3.817 -0.910
C: -1.403 -2.826 -0.425
C: -2.052 -3.158 0.974
C: -1.062 -2.691 2.105
C: -1.575 -2.905 3.581
C: -3.031 -2.367 3.877
C: -3.089 -0.974 4.617
C: -2.350 0.204 3.872
C: -3.307 1.022 2.898
C: -3.227 0.334 1.464
C: -2.401 1.185 0.396
C: -3.398 1.918 -0.571
C: -4.145 3.230 -0.113
C: -3.363 4.599 -0.008
C: -4.174 5.489 1.063
C: -1.892 4.490 0.544
C: -0.813 4.070 -0.538
C: -5.060 3.429 -1.439
C: -4.341 2.592 -2.605
N: -3.042 2.087 -2.010
C: -2.408 0.919 -2.720
C: -2.108 1.249 -4.247
C: -0.542 1.131 -4.508
C: 0.226 2.443 -4.055
C: 1.703 2.479 -4.634
C: 2.623 1.377 -3.946
C: 3.002 1.884 -2.481
C: 4.518 1.598 -2.105
C: 4.682 1.009 -0.634
C: 6.179 1.200 -0.112
C: 6.222 0.663 1.387
C: 6.923 1.667 2.387
C: 5.951 2.372 3.408
C: 4.944 1.397 4.145
H: 1.947 -8.667 1.536
H: 0.673 -8.498 0.285
H: 1.943 -9.744 0.026
H: 2.895 -7.862 -1.349
H: 3.722 -7.672 0.267
H: 1.775 -6.143 1.027
H: 2.807 -5.400 -0.343
H: 1.181 -5.539 -1.902
H: 0.443 -7.108 -1.333
H: -0.167 -5.247 0.839
H: -1.285 -5.765 -0.538
H: -0.427 -3.962 -2.019
H: 0.760 -3.412 -0.777
H: -0.912 -1.810 -0.310
H: -2.225 -2.662 -1.179
H: -3.015 -2.568 1.017
H: -2.368 -4.229 1.094
H: -0.745 -1.621 1.983
H: -0.117 -3.299 1.975
H: -1.508 -3.972 3.931
H: -0.874 -2.335 4.261
H: -3.705 -2.306 2.986
H: -3.514 -3.114 4.573
H: -4.182 -0.687 4.662
H: -2.779 -1.093 5.690
H: -1.943 0.887 4.673
H: -1.458 -0.186 3.323
H: -4.363 0.993 3.282
H: -2.989 2.090 2.793
H: -4.255 0.064 1.111
H: -2.658 -0.617 1.595
H: -1.724 0.454 -0.133
H: -1.733 1.860 0.982
H: -4.257 1.185 -0.657
H: -4.836 2.929 0.708
H: -3.347 5.195 -0.957
H: -5.163 4.991 1.239
H: -3.616 5.437 2.034
H: -4.362 6.527 0.706
H: -1.833 3.875 1.487
H: -1.602 5.531 0.872
H: 0.184 4.552 -0.354
H: -0.629 2.959 -0.581
H: -1.206 4.379 -1.546
H: -5.116 4.467 -1.859
H: -6.134 3.150 -1.269
H: -4.303 3.027 -3.626
H: -4.970 1.656 -2.644
H: -2.398 2.846 -2.273
H: -3.045 0.004 -2.683
H: -1.413 0.710 -2.248
H: -2.631 0.500 -4.899
H: -2.487 2.259 -4.561
H: -0.197 0.229 -3.923
H: -0.331 0.885 -5.585
H: 0.293 2.528 -2.938
H: -0.343 3.341 -4.430
H: 2.165 3.497 -4.495
H: 1.609 2.310 -5.738
H: 3.542 1.268 -4.582
H: 2.092 0.395 -3.886
H: 2.338 1.434 -1.696
H: 2.857 2.996 -2.453
H: 5.099 2.559 -2.123
H: 4.948 0.875 -2.842
H: 4.476 -0.098 -0.706
H: 3.955 1.470 0.089
H: 6.469 2.274 -0.210
H: 6.803 0.523 -0.756
H: 6.828 -0.285 1.364
H: 5.184 0.367 1.684
H: 7.751 1.141 2.939
H: 7.410 2.483 1.785
H: 5.381 3.222 2.945
H: 6.595 2.834 4.206
H: 5.106 0.329 3.823
H: 5.012 1.443 5.265
H: 3.898 1.648 3.826

- charge = +1
- largest force on an atom (eV Å⁻¹) = 3.449
- frontier orbital gap (eV) = 9.8

=====

# 6
The following is a quantum chemistry calculation of C36H38IMnN6O2 as an isolated structure, from OMol25.

CARTESIAN COORDINATES (ANGSTROEM)
Mn: 0.368 -0.291 -0.399
C: -0.040 -0.217 3.734
C: 1.127 -0.900 3.017
C: 2.067 0.082 2.299
N: 2.026 -0.028 0.845
C: 3.139 0.268 0.206
C: 4.238 0.957 0.791
C: 5.548 1.090 0.361
C: 6.202 0.552 -0.735
C: 5.598 -0.210 -1.740
C: 4.274 -0.501 -1.960
C: 3.105 -0.115 -1.225
N: 1.895 -0.196 -1.681
C: 1.614 -0.711 -3.004
C: 1.479 -2.257 -2.968
C: 1.407 -2.872 -1.560
N: 0.374 -2.257 -0.741
C: -0.583 -2.948 -0.191
C: -0.619 -4.375 -0.116
C: -1.674 -5.238 0.072
C: -3.025 -4.973 0.287
C: -3.557 -3.722 0.550
C: -2.927 -2.500 0.723
C: -1.579 -2.106 0.540
N: -1.115 -0.935 0.932
C: -1.873 -0.224 1.941
C: -0.951 0.600 2.824
H: 0.383 0.456 4.489
H: -0.630 -0.961 4.282
H: 0.770 -1.634 2.296
H: 1.703 -1.447 3.769
H: 3.090 -0.124 2.630
H: 1.848 1.113 2.617
H: 4.011 1.474 1.715
H: 6.169 1.692 1.020
H: 7.268 0.727 -0.816
H: 6.275 -0.617 -2.486
H: 4.074 -1.103 -2.837
H: 2.371 -0.404 -3.734
H: 0.663 -0.280 -3.305
H: 2.330 -2.727 -3.472
H: 0.584 -2.551 -3.520
H: 2.370 -2.750 -1.055
H: 1.240 -3.942 -1.694
H: 0.341 -4.856 -0.255
H: -1.407 -6.290 0.020
H: -3.704 -5.817 0.284
H: -4.635 -3.688 0.687
H: -3.594 -1.685 0.979
H: -2.410 -0.940 2.580
H: -2.642 0.419 1.491
H: -1.565 1.269 3.440
H: -0.328 1.229 2.191
C: -3.005 -1.733 -2.994
C: -3.344 -0.502 -2.211
N: -4.604 -0.181 -2.051
C: -4.904 0.923 -1.332
C: -3.967 1.735 -0.756
C: -4.419 2.959 -0.009
O: -4.303 4.162 -0.775
C: -2.590 1.405 -0.892
C: -1.590 2.264 -0.320
N: -0.338 2.013 -0.166
C: 0.421 3.044 0.429
C: 0.092 3.526 1.703
C: 0.874 4.468 2.346
C: 2.006 4.969 1.723
C: 2.315 4.552 0.439
C: 1.530 3.610 -0.210
I: 1.906 3.251 -2.226
C: -2.247 0.254 -1.649
O: -1.054 -0.131 -1.877
H: -3.915 -2.275 -3.242
H: -2.332 -2.369 -2.417
H: -2.472 -1.469 -3.911
H: -5.961 1.145 -1.225
H: -3.869 3.066 0.934
H: -5.476 2.865 0.240
H: -3.531 4.079 -1.344
H: -1.943 3.249 0.003
H: -0.774 3.109 2.199
H: 0.602 4.800 3.341
H: 2.633 5.699 2.218
H: 3.164 4.977 -0.080

- charge = -1
- largest force on an atom (eV Å⁻¹) = 0.942
- multiplicity = 2
- frontier orbital gap (alpha / beta) (eV) = 6.0 / 5.7

=====

# 7
The following is a quantum chemistry calculation of Cl2H4N2Si2 as an isolated structure at a distorted geometry, from OMol25.

CARTESIAN COORDINATES (ANGSTROEM)
N: -0.584 0.229 -0.265
N: 1.291 -1.196 1.446
Si: -0.323 -1.141 1.106
Si: 0.571 0.960 -1.182
Cl: -2.126 0.964 -0.433
Cl: 2.172 -0.299 0.305
H: -1.253 -0.517 2.295
H: -1.285 -1.921 0.288
H: 0.365 0.508 -2.563
H: 1.172 2.414 -0.997

- largest force on an atom (eV Å⁻¹) = 4.639
- frontier orbital gap (eV) = 7.8
- energy above the lowest of the compared OMol25 structures with the same formula, charge and spin (kcal/mol) = 73.14

=====

# 8
The following is a quantum chemistry calculation of a 3-piece molecular cluster, C5H15NO2 overall at a distorted geometry, from OMol25.

CARTESIAN COORDINATES (ANGSTROEM)
C: 2.580 -0.790 0.839
N: 2.187 0.391 0.707
C: 1.252 0.997 1.655
C: -0.090 1.138 0.907
C: -0.735 -0.257 0.637
C: -1.117 -0.955 1.923
H: 3.247 -1.160 0.050
H: 2.471 -1.586 1.583
H: 1.138 0.461 2.610
H: 1.730 1.926 1.960
H: 0.201 1.673 -0.001
H: -0.799 1.820 1.380
H: -0.096 -0.851 -0.003
H: -1.603 0.045 0.043
H: -1.708 -1.844 1.709
H: -0.246 -1.277 2.506
H: -1.570 -0.321 2.693
O: -3.032 -0.251 -2.780
H: -3.069 -1.141 -2.469
H: -3.784 -0.155 -3.408
O: 0.222 -0.021 -2.751
H: 0.835 0.333 -2.086
H: -0.479 0.624 -2.892

- SMILES = C=NCCCC.O.O
- largest force on an atom (eV Å⁻¹) = 2.234
- frontier orbital gap (eV) = 10.4
- energy above the lowest of the compared OMol25 structures with the same formula, charge and spin (kcal/mol) = 39.05